(1)
Molecular formula: C28H58Br2ClIN2O19S6
Method: DFT, ωB97M-V with the def2-TZVPD basis set

Results
HOMO	-9.11	eV
electronic energy	-10935.5183	hartree
LUMO level	-0.81	eV
gap between HOMO and LUMO	8.30	eV

Atoms and positions in Å:
C  -0.4309  -8.6689  4.1581
C  -1.6537  -9.7205  4.2868
Br  -2.3183  -10.1557  6.0975
C  -2.2575  -10.2929  3.1306
Br  -1.4401  -9.7186  1.3840
C  -3.4591  -11.3503  3.0837
I  -3.0142  -13.2314  4.1898
C  -3.5683  -11.8414  1.5371
N  -3.6029  -12.1861  0.3730
C  -4.9294  -10.7743  3.4785
Cl  -5.4222  -11.5529  5.1087
C  -6.0070  -11.3777  2.4191
N  -6.8463  -11.4299  1.5393
C  -5.0381  -9.1897  3.6746
C  -5.2434  -8.3322  2.3304
C  -6.7916  -7.9891  1.9794
O  -4.6028  -8.8759  1.1498
H  0.5400  -9.1603  3.7921
H  -0.7520  -7.8085  3.4485
H  -0.1828  -8.1647  5.1757
H  -4.1787  -8.7065  4.2594
H  -5.9879  -9.0062  4.3192
H  -4.7397  -7.3001  2.5251
H  -6.7784  -6.9119  1.5397
H  -7.4638  -8.0025  2.9218
H  -7.2157  -8.6716  1.1630
H  -5.0168  -8.4562  0.3633
O  -1.5081  -5.6868  2.5943
S  -2.2382  -4.7473  3.4054
O  -3.6601  -4.8670  3.6143
O  -1.9103  -3.2474  2.8986
C  -2.1585  -2.9203  1.5309
C  -3.6430  -2.7751  1.2479
C  -1.4581  -4.6311  4.9902
H  -1.7008  -3.6631  0.8704
H  -1.6632  -1.9660  1.3348
H  -4.1642  -3.7271  1.3699
H  -3.8102  -2.4324  0.2241
H  -4.0999  -2.0648  1.9413
H  -0.3846  -4.5058  4.8507
H  -1.6622  -5.5580  5.5278
H  -1.8841  -3.7875  5.5328
O  1.7503  -1.0863  4.9577
S  1.6406  -1.1615  3.5233
O  1.4147  -2.4118  2.8412
O  2.9234  -0.4306  2.8583
C  4.2277  -0.8871  3.2170
C  4.5539  -2.2218  2.5714
C  0.4094  -0.0110  2.9822
H  4.3292  -0.9390  4.3056
H  4.9384  -0.1363  2.8627
H  3.9049  -3.0141  2.9505
H  5.5872  -2.5098  2.7783
H  4.4067  -2.1727  1.4897
H  0.5848  0.9511  3.4616
H  -0.5640  -0.4057  3.2764
H  0.4598  0.0769  1.8983
O  -0.3050  1.9919  0.9505
S  -0.0007  3.3554  0.5952
O  -0.1113  4.4313  1.5474
O  -0.8317  3.7503  -0.7362
C  -2.2537  3.6151  -0.7161
C  -2.9109  4.7040  0.1119
C  1.6191  3.4144  -0.1155
H  -2.5385  2.6202  -0.3592
H  -2.5978  3.6970  -1.7503
H  -2.6421  4.6153  1.1671
H  -3.9988  4.6430  0.0391
H  -2.5864  5.6901  -0.2225
H  1.7098  2.6279  -0.8635
H  2.3390  3.2537  0.6879
H  1.7746  4.3971  -0.5597
O  3.1547  2.7404  -2.8015
S  3.6423  2.8806  -4.1499
O  3.6711  1.7703  -5.0671
O  5.1082  3.5629  -4.1111
C  6.1343  2.9290  -3.3437
C  6.6479  1.6735  -4.0251
C  2.7844  4.2171  -4.9326
H  5.7784  2.7125  -2.3315
H  6.9545  3.6447  -3.2509
H  5.8722  0.9063  -4.0787
H  7.4940  1.2538  -3.4764
H  6.9590  1.8911  -5.0497
H  2.7819  5.0787  -4.2656
H  1.7629  3.8870  -5.1243
H  3.2801  4.4516  -5.8744
O  -4.0643  6.8767  -1.4483
S  -4.8211  7.3981  -2.5576
O  -4.3532  8.5139  -3.3398
O  -6.3326  7.7028  -2.0668
C  -6.5236  8.5854  -0.9599
C  -6.2724  10.0323  -1.3442
C  -5.2002  6.0709  -3.6665
H  -5.8930  8.2848  -0.1174
H  -7.5626  8.4767  -0.6395
H  -5.2254  10.1955  -1.6089
H  -6.5145  10.7008  -0.5149
H  -6.8731  10.3099  -2.2137
H  -5.5883  5.2284  -3.0950
H  -4.2761  5.7887  -4.1721
H  -5.9301  6.4185  -4.3972
O  7.6481  8.1309  -3.1901
S  7.6836  7.2548  -4.3314
O  7.9229  5.8383  -4.1990
O  8.7125  7.8562  -5.4258
C  10.0624  8.1010  -5.0280
C  10.8486  6.8107  -4.8816
C  6.1955  7.4737  -5.2653
H  10.0889  8.6873  -4.1043
H  10.5209  8.7111  -5.8101
H  10.4596  6.2009  -4.0633
H  11.8998  7.0196  -4.6709
H  10.7793  6.2117  -5.7929
H  6.0161  8.5391  -5.4055
H  5.3798  7.0264  -4.6962
H  6.3012  6.9644  -6.2230

(2)
Molecular formula: C28H58Cl2O4
Method: DFT, ωB97M-V with the def2-TZVPD basis set

Results
HOMO	-10.46	eV
electronic energy	-2323.0053	hartree
LUMO level	0.54	eV
SMILES	CC(=O)OCCC[C@H](OC=O)[C@@H](Cl)[C@@H](C)Cl.CCCCCC.CCCCCC.CCCCCC
gap between HOMO and LUMO	11.00	eV

Atoms and positions in Å:
C  -2.3385  2.5124  -1.7794
C  -3.1648  1.3117  -1.4138
O  -3.9841  1.3103  -0.5199
O  -2.9146  0.2221  -2.1949
C  -2.6475  -0.9609  -1.4465
C  -1.3035  -0.9047  -0.7149
C  -1.3475  -1.6569  0.6270
C  -0.8442  -0.7921  1.8089
O  0.4994  -1.1667  2.1099
C  1.4246  -0.4981  1.3734
O  1.4440  0.7106  1.2065
C  -1.7508  -0.9759  3.0092
Cl  -1.7398  -2.7011  3.5057
C  -1.5653  0.0006  4.2058
C  -1.5156  -0.6361  5.5821
Cl  -0.1570  1.0878  4.0301
H  -2.9590  3.3966  -1.7554
H  -1.9620  2.4059  -2.7887
H  -1.5173  2.6047  -1.0807
H  -3.4618  -1.1849  -0.7670
H  -2.6242  -1.7724  -2.1628
H  -1.0207  0.1334  -0.5697
H  -0.5422  -1.3229  -1.3617
H  -2.3222  -2.0716  0.8496
H  -0.6736  -2.5022  0.5621
H  -0.9278  0.2435  1.4976
H  2.1643  -1.1618  0.9160
H  -2.7547  -0.8080  2.6452
H  -2.4321  0.6470  4.2119
H  -0.6983  -1.3359  5.6757
H  -2.4679  -1.1049  5.7921
H  -1.3644  0.1631  6.2975
C  -0.3380  6.1937  -2.3904
C  -0.1960  6.2999  -0.8742
C  1.2405  6.5422  -0.4140
C  2.2224  5.4277  -0.7749
C  1.8536  4.0426  -0.2493
C  1.7992  3.9495  1.2717
H  0.2224  5.3465  -2.7903
H  -1.3833  6.0558  -2.6715
H  0.0236  7.1001  -2.8800
H  -0.5960  5.3971  -0.4044
H  -0.8159  7.1276  -0.5201
H  1.2438  6.6968  0.6684
H  1.6014  7.4784  -0.8518
H  3.2110  5.6999  -0.3917
H  2.3283  5.3753  -1.8631
H  2.5961  3.3272  -0.6147
H  0.8925  3.7230  -0.6654
H  2.7587  4.2246  1.7158
H  1.5645  2.9311  1.5696
H  1.0300  4.6030  1.6886
C  -4.8568  -9.4835  3.0566
C  -3.3902  -9.1829  3.3527
C  -3.1911  -8.0104  4.3116
C  -3.7169  -6.6670  3.8040
C  -3.1274  -6.2062  2.4726
C  -1.6191  -5.9843  2.5216
H  -5.3493  -8.6442  2.5635
H  -4.9479  -10.3479  2.3977
H  -5.4022  -9.7042  3.9762
H  -2.8570  -9.0004  2.4158
H  -2.9323  -10.0710  3.7956
H  -2.1263  -7.9212  4.5440
H  -3.6865  -8.2399  5.2601
H  -3.5124  -5.9059  4.5638
H  -4.8058  -6.7115  3.7124
H  -3.6108  -5.2671  2.1889
H  -3.3673  -6.9235  1.6827
H  -1.3638  -5.2446  3.2798
H  -1.2540  -5.6175  1.5609
H  -1.0803  -6.9058  2.7479
C  6.7499  1.8575  -5.4660
C  6.0044  3.1228  -5.0508
C  5.3347  3.0129  -3.6821
C  4.2556  1.9345  -3.5776
C  3.1097  2.0703  -4.5788
C  2.3208  3.3661  -4.4183
H  6.0758  1.0052  -5.5626
H  7.2392  1.9972  -6.4307
H  7.5186  1.6010  -4.7344
H  5.2655  3.3802  -5.8144
H  6.7134  3.9540  -5.0208
H  4.9060  3.9843  -3.4192
H  6.1009  2.8100  -2.9275
H  3.8438  1.9563  -2.5632
H  4.7118  0.9472  -3.6934
H  2.4307  1.2244  -4.4416
H  3.4865  1.9948  -5.6024
H  1.9070  3.4414  -3.4095
H  1.4907  3.4006  -5.1257
H  2.9434  4.2437  -4.5987

(3)
Molecular formula: C28H59BFN9O10S
Method: DFT, ωB97M-V with the def2-TZVPD basis set

Results
relative energy (zero: lowest compared OMol25 entry of this formula, charge and spin)	252.6	kJ/mol
HOMO	-8.67	eV
electronic energy	-2870.4823	hartree
LUMO level	-0.03	eV
SMILES	CCB(O)N(c1ccccn1)S(=O)(=O)F.CNC(C)=O.CNC(C)=O.CNC(C)=O.CNC(C)=O.CNC(C)=O.CNC(C)=O.CNC(C)=O
gap between HOMO and LUMO	8.64	eV

Atoms and positions in Å:
C  4.8055  -2.8726  0.4567
C  3.4388  -3.6182  0.8411
B  3.6957  -4.3685  2.2373
O  5.0246  -4.4319  2.7533
N  2.6476  -5.0760  3.0617
C  3.2026  -5.2654  4.4393
C  3.1779  -4.1050  5.3195
C  3.7525  -4.2820  6.6632
C  4.3147  -5.6032  6.9809
C  4.2261  -6.6198  5.9443
N  3.6945  -6.4912  4.7003
S  1.1827  -4.2378  3.1000
O  0.4654  -4.6285  1.8981
O  1.3007  -2.7856  3.0860
F  0.2436  -4.7764  4.3333
H  4.6590  -2.2179  -0.4333
H  5.1288  -2.2591  1.3499
H  5.6183  -3.6311  0.3171
H  3.3029  -4.4112  0.0449
H  2.5892  -2.8929  0.8722
H  5.1129  -3.5945  3.2548
H  2.7831  -3.0979  5.0692
H  3.7728  -3.4566  7.4051
H  4.7957  -5.8097  7.9627
H  4.6545  -7.6242  6.1984
C  -2.0711  -5.8383  6.8399
N  -1.1016  -5.1378  7.6578
C  -1.2640  -4.6335  8.9128
C  -2.6084  -4.8043  9.5711
O  -0.3335  -4.0641  9.4669
H  -1.6726  -6.8272  6.6038
H  -2.2079  -5.2782  5.9126
H  -3.0296  -5.9469  7.3400
H  -0.1775  -4.9867  7.2808
H  -2.5863  -4.3556  10.5583
H  -3.3809  -4.3059  8.9835
H  -2.8417  -5.8657  9.6789
C  -4.9154  0.1883  11.9725
N  -4.3355  -1.1349  11.8588
C  -4.9360  -2.2843  11.4491
C  -6.3888  -2.2161  11.0543
O  -4.2993  -3.3268  11.4101
H  -4.3530  0.8702  11.3317
H  -4.8251  0.5193  13.0088
H  -5.9619  0.2020  11.6807
H  -3.3645  -1.2559  12.1066
H  -6.7255  -3.2060  10.7523
H  -6.9946  -1.8882  11.9009
H  -6.5190  -1.5345  10.2117
C  0.4467  -0.1034  2.3730
N  1.7047  0.6186  2.3988
C  2.1617  1.5476  1.5153
C  1.2778  1.8983  0.3471
O  3.2567  2.0664  1.6841
H  -0.0955  0.1153  3.2961
H  0.6645  -1.1727  2.3320
H  -0.1669  0.1742  1.5197
H  2.3477  0.4330  3.1535
H  1.7722  2.6470  -0.2677
H  1.0966  1.0148  -0.2667
H  0.3316  2.3120  0.7024
C  1.1764  4.9815  -4.6261
N  0.9898  3.7786  -3.8300
C  1.8272  2.7191  -3.6982
C  3.1281  2.7548  -4.4580
O  1.5182  1.7751  -2.9811
H  1.1428  5.8443  -3.9577
H  0.3616  5.0534  -5.3378
H  2.1223  4.9765  -5.1606
H  0.1402  3.6864  -3.2940
H  3.6883  1.8441  -4.2539
H  2.9364  2.8100  -5.5311
H  3.7278  3.6087  -4.1384
C  -2.8584  7.9051  -8.7061
N  -2.0063  7.4415  -7.6273
C  -0.8309  6.7694  -7.7192
C  -0.3144  6.4464  -9.0968
O  -0.2266  6.4458  -6.7028
H  -2.9604  8.9892  -8.6228
H  -3.8420  7.4441  -8.5908
H  -2.4575  7.6565  -9.6816
H  -2.2912  7.6239  -6.6766
H  0.6290  5.9102  -9.0099
H  -1.0260  5.8110  -9.6267
H  -0.1398  7.3652  -9.6590
C  2.3667  -4.5720  -4.3509
N  3.3683  -4.0951  -3.4187
C  4.3917  -4.7914  -2.8536
C  4.5368  -6.2468  -3.2176
O  5.1556  -4.2348  -2.0788
H  2.4344  -3.9805  -5.2661
H  1.3806  -4.4259  -3.9060
H  2.5004  -5.6230  -4.5916
H  3.3326  -3.1284  -3.1298
H  5.3926  -6.6648  -2.6909
H  3.6440  -6.8006  -2.9210
H  4.7059  -6.3520  -4.2908
C  -6.2999  9.8761  -12.1055
N  -4.9743  9.4526  -11.6993
C  -4.2779  8.3595  -12.1104
C  -4.9315  7.4471  -13.1152
O  -3.1589  8.1434  -11.6660
H  -6.2268  10.8730  -12.5439
H  -6.9360  9.9235  -11.2198
H  -6.7416  9.1969  -12.8292
H  -4.4756  10.0170  -11.0277
H  -4.2575  6.6240  -13.3445
H  -5.8547  7.0339  -12.7047
H  -5.1402  7.9907  -14.0382

(4)
Molecular formula: C28H59Cl16NO2Si
Method: DFT, ωB97M-V with the def2-TZVPD basis set

Results
relative energy (zero: lowest compared OMol25 entry of this formula, charge and spin)	0.0	kJ/mol
HOMO	-9.04	eV
electronic energy	-8960.1151	hartree
LUMO level	0.27	eV
SMILES	C[Si](C)(C)[C@@H]1C[C@H](CCCCCN)[C@H](O)O1.ClCCCl.ClCCCl.ClCCCl.ClCCCl.ClCCCl.ClCCCl.ClCCCl.ClCCCl
gap between HOMO and LUMO	9.31	eV

Atoms and positions in Å:
C  -1.5230  0.3487  3.2021
Si  -0.1397  -0.6428  2.3940
C  0.9410  -1.4051  3.7461
C  -0.8900  -2.0501  1.3949
C  0.9020  0.3260  1.1600
C  1.6104  1.6080  1.5343
C  2.3329  1.8560  0.1778
C  2.9619  3.1968  -0.1032
C  3.7132  3.1162  -1.4506
C  5.0477  3.8680  -1.4974
C  6.2269  2.9028  -1.4025
C  6.3071  1.9730  -2.5939
N  6.8321  0.6560  -2.1649
C  1.2681  1.3856  -0.8209
O  0.7010  2.4182  -1.5528
O  0.2670  0.7016  -0.0742
H  -1.8713  1.1714  2.5870
H  -1.2087  0.7237  4.1682
H  -2.3523  -0.3305  3.3657
H  0.6134  -2.4354  3.8461
H  1.9961  -1.4305  3.4942
H  0.7746  -0.9078  4.6931
H  -1.5907  -1.6182  0.6832
H  -0.1116  -2.5447  0.8291
H  -1.3815  -2.7759  2.0316
H  1.7156  -0.3531  0.8638
H  0.9553  2.4498  1.7349
H  2.3502  1.5246  2.3254
H  3.1478  1.1377  0.1796
H  3.6671  3.4393  0.6853
H  2.2230  3.9919  -0.1791
H  3.0602  3.3871  -2.2713
H  3.9507  2.0656  -1.5819
H  5.1126  4.6571  -0.7572
H  5.1243  4.3531  -2.4710
H  7.1486  3.4690  -1.2921
H  6.0947  2.3074  -0.4994
H  5.3105  1.7831  -2.9732
H  6.8950  2.4070  -3.4034
H  7.7294  0.7920  -1.7099
H  7.0028  0.1034  -3.0006
H  1.7142  0.6267  -1.4806
H  -0.0935  2.0387  -1.9709
Cl  0.5237  -4.5541  -0.8576
C  0.1855  -6.2020  -0.2563
C  -0.8101  -6.1988  0.8777
Cl  -0.1267  -5.4775  2.3608
H  1.1279  -6.6406  0.0500
H  -0.2076  -6.7697  -1.0980
H  -1.0932  -7.2194  1.1271
H  -1.7053  -5.6409  0.6138
Cl  7.0841  -2.0419  -4.5285
C  6.0422  -1.4607  -5.8537
C  6.8445  -0.9825  -7.0348
Cl  7.7466  0.5111  -6.6666
H  5.4112  -0.6688  -5.4577
H  5.4062  -2.2940  -6.1475
H  6.1754  -0.7557  -7.8629
H  7.5600  -1.7337  -7.3587
Cl  1.7162  -8.5187  1.9503
C  2.0399  -8.3592  3.6954
C  3.3546  -8.9816  4.0865
Cl  3.3267  -10.7575  3.9430
H  1.2096  -8.8129  4.2295
H  2.0546  -7.2928  3.9154
H  3.5707  -8.7487  5.1276
H  4.1680  -8.6094  3.4694
Cl  -5.1760  1.5565  2.7094
C  -5.2704  3.3249  2.4988
C  -4.1309  4.0367  3.1807
Cl  -4.2396  3.9336  4.9563
H  -6.2336  3.6537  2.8778
H  -5.2376  3.5182  1.4282
H  -4.1546  5.0933  2.9199
H  -3.1703  3.6249  2.8814
Cl  -10.8155  0.8051  -0.4380
C  -9.0506  0.6407  -0.6284
C  -8.3003  1.1189  0.5869
Cl  -8.4255  2.8856  0.7999
H  -8.7607  1.1933  -1.5182
H  -8.8453  -0.4157  -0.7912
H  -7.2421  0.8858  0.4836
H  -8.6697  0.6488  1.4942
Cl  5.5537  6.9551  0.7392
C  3.8362  7.2696  1.0956
C  2.9780  7.1747  -0.1400
Cl  3.3020  8.5004  -1.2855
H  3.7648  8.2512  1.5565
H  3.5184  6.5200  1.8188
H  1.9277  7.2428  0.1386
H  3.1399  6.2351  -0.6627
Cl  -15.6665  1.2978  0.6065
C  -14.7413  1.6441  2.0897
C  -13.5894  0.6910  2.2754
Cl  -14.1373  -0.9657  2.6393
H  -15.4298  1.6023  2.9295
H  -14.3617  2.6603  1.9982
H  -12.9783  1.0155  3.1160
H  -12.9649  0.6483  1.3880
Cl  4.1495  -3.6461  -3.7662
C  2.4385  -3.1419  -3.7572
C  1.8246  -3.1918  -5.1311
Cl  2.5069  -1.9530  -6.2187
H  2.3914  -2.1392  -3.3390
H  1.9101  -3.8223  -3.0901
H  0.7555  -2.9993  -5.0603
H  1.9750  -4.1621  -5.5967

Q: HOMO of number 4 (C28H59Cl16NO2Si)?
A: -9.04 eV

Q: Look up the electronic energy of the first one.
A: -10935.5183 hartree

Q: Number 1 is which compound?
A: C28H58Br2ClIN2O19S6

Q: electronic energy of number 2 (C28H58Cl2O4)?
A: -2323.0053 hartree